Record 1
Entry from the Open Molecules 2025 dataset: a cluster of 9 separate species, C23H27F7N2O25 in total in a non-equilibrium geometry (ωB97M-V/def2-TZVPD).

The energy above the lowest of the compared OMol25 structures with the same formula, charge and spin comes out at 278.2 kJ/mol. Its SMILES is O=C1OC[C@@H](F)O1.O=C1OC[C@@H](F)O1.O=C1OC[C@@H](F)O1.O=C1OC[C@@H](F)O1.O=C1OC[C@@H](F)O1.O=C1OC[C@@H](F)O1.O=C1OC[C@@H](F)O1.C[N+](=O)[O-].C[N+](=O)[O-]. The calculation puts the lowest unoccupied orbital energy at -0.652 eV.

```
! RIJCOSX wB97M-V def2-TZVPD def2/J DEFGRID3
* xyz 0 1
O 3.438 -1.112 -1.737
C 3.275 -2.084 -2.432
O 3.507 -2.172 -3.798
C 3.056 -3.481 -4.142
C 2.508 -4.047 -2.889
F 3.186 -5.134 -2.458
O 2.588 -3.091 -1.969
H 2.241 -3.326 -4.850
H 3.810 -4.070 -4.664
H 1.477 -4.320 -3.116
O -7.112 4.246 -0.720
C -6.844 3.603 0.266
O -6.083 2.507 0.348
C -5.949 2.033 1.623
C -6.458 3.237 2.447
F -5.442 3.997 2.745
O -7.246 3.862 1.440
H -6.633 1.201 1.796
H -4.962 1.809 2.027
H -7.086 3.112 3.329
O -3.638 -2.236 5.840
C -2.837 -2.524 4.906
O -1.837 -3.463 4.974
C -0.825 -3.047 4.056
C -1.739 -2.510 2.971
F -2.253 -3.656 2.387
O -2.719 -1.857 3.779
H -0.197 -2.363 4.626
H -0.227 -3.862 3.650
H -1.271 -1.872 2.223
O -1.775 5.497 1.876
C -2.198 5.086 0.827
O -3.471 5.352 0.303
C -3.642 4.682 -0.896
C -2.187 4.383 -1.268
F -1.569 5.381 -1.933
O -1.601 4.276 -0.004
H -4.202 3.770 -0.689
H -4.146 5.216 -1.701
H -2.124 3.501 -1.905
O 0.242 -3.045 0.689
C 1.344 -3.422 1.095
O 2.536 -2.797 0.938
C 3.528 -3.537 1.644
C 2.714 -4.524 2.502
F 2.505 -4.074 3.743
O 1.524 -4.539 1.823
H 4.114 -4.047 0.879
H 4.245 -2.921 2.186
H 3.212 -5.493 2.530
O -2.175 1.173 1.389
C -1.101 1.012 0.845
O -0.611 1.648 -0.203
C 0.678 1.218 -0.560
C 0.861 -0.023 0.364
F 1.791 0.261 1.282
O -0.347 -0.091 1.066
H 0.844 0.960 -1.606
H 1.420 1.993 -0.369
H 1.160 -0.890 -0.223
O 8.183 2.189 0.966
C 6.984 2.230 1.354
O 6.224 1.187 1.652
C 4.887 1.638 1.643
C 4.980 3.060 1.793
F 4.689 3.323 3.048
O 6.343 3.359 1.523
H 4.433 1.328 0.701
H 4.231 1.208 2.400
H 4.315 3.633 1.146
C -2.289 -1.295 -2.163
N -1.474 -2.530 -2.520
O -0.692 -2.649 -3.433
O -1.744 -3.512 -1.865
H -3.343 -1.570 -2.197
H -2.032 -0.514 -2.877
H -2.022 -1.016 -1.144
C 1.641 1.130 -5.586
N 0.816 0.059 -4.990
O 0.635 0.208 -3.765
O 0.360 -0.818 -5.657
H 2.685 0.834 -5.489
H 1.435 2.113 -5.166
H 1.454 1.021 -6.655
*
```

Here are the Mulliken charges for atoms 1 to 4, given in e:
1. O -0.522
2. C 0.529
3. O -0.394
4. C -0.452

---

Record 2
Entry from the Open Molecules 2025 dataset: a structure of composition C23H27MoN4O7 (ωB97M-V/def2-TZVPD).

The energy above the lowest of the compared OMol25 structures with the same formula, charge and spin comes out at 137.9 kJ/mol. The calculation puts the lowest unoccupied orbital energy at -5.758 eV.

```
! RIJCOSX wB97M-V def2-TZVPD def2/J DEFGRID3
* xyz 1 1
Mo -0.592 0.170 1.098
N -2.234 -0.765 2.345
C -3.387 -0.911 1.421
C -3.470 0.355 0.581
O -4.486 0.857 0.211
N -2.196 0.954 0.417
C -2.112 2.418 0.598
C -1.119 2.759 1.736
O -0.751 3.870 1.949
O -0.703 1.672 2.423
H -2.000 -1.662 2.759
H -2.456 -0.128 3.109
H -4.332 -1.062 1.937
H -3.201 -1.763 0.770
H -3.099 2.796 0.862
H -1.787 2.917 -0.314
C 2.724 -1.432 1.735
C 1.656 -2.340 2.354
C 0.738 -1.558 3.286
C 0.997 -3.197 1.285
C 1.387 -4.522 1.173
C 0.966 -5.305 0.110
C 0.188 -4.755 -0.897
C -0.237 -3.435 -0.846
C -0.930 -2.846 -2.061
C -2.323 -2.263 -1.824
C -0.019 -1.823 -2.752
C 0.130 -2.688 0.295
N -0.340 -1.396 0.432
H 3.248 -0.866 2.505
H 2.286 -0.713 1.041
H 3.455 -2.019 1.179
H 2.170 -3.047 3.009
H 0.319 -0.622 2.859
H 1.294 -1.161 4.135
H -0.099 -2.147 3.657
H 2.050 -4.940 1.921
H 1.280 -6.339 0.045
H -0.081 -5.358 -1.755
H -1.053 -3.685 -2.748
H -2.265 -1.284 -1.346
H -2.948 -2.931 -1.227
H -2.823 -2.114 -2.781
H 0.148 -0.950 -2.116
H -0.478 -1.480 -3.681
H 0.953 -2.255 -2.993
O 2.305 2.109 1.323
C 1.597 2.159 0.369
O 0.707 1.122 0.133
C 1.578 3.202 -0.677
C 0.885 3.030 -1.871
C 0.905 4.032 -2.825
C 1.622 5.183 -2.552
C 2.317 5.377 -1.372
C 2.294 4.368 -0.426
N 1.647 6.255 -3.576
O 2.303 7.240 -3.331
O 0.972 6.088 -4.567
H 0.341 2.116 -2.061
H 0.385 3.937 -3.766
H 2.857 6.299 -1.213
H 2.818 4.478 0.513
*
```

Here are the Mulliken charges for atoms 1 to 4, given in e:
1. Mo 0.068
2. N -0.325
3. C -0.197
4. C 0.446

---

Record 3
Entry from the Open Molecules 2025 dataset: an isolated molecule of C23H27N3O2 in a non-equilibrium geometry (ωB97M-V/def2-TZVPD).

The energy above the lowest of the compared OMol25 structures with the same formula, charge and spin comes out at 1871.0 kJ/mol. Its SMILES is CO[C@@H]1CCCN(Cc2cn(C)nc2-c2ccc(Oc3ccccc3)cc2)C1. The calculation puts the lowest unoccupied orbital energy at 0.474 eV.

```
! RIJCOSX wB97M-V def2-TZVPD def2/J DEFGRID3
* xyz 0 1
C -4.155 -4.121 -1.307
O -3.353 -2.816 -1.297
C -3.832 -2.150 -0.183
C -5.216 -1.602 -0.484
C -5.526 -0.568 0.894
C -4.403 0.381 1.113
N -3.100 -0.198 1.035
C -2.063 0.701 1.489
C -1.433 1.459 0.514
C -2.112 2.847 0.220
N -1.303 3.444 -0.732
C -1.676 4.809 -1.212
N -0.175 2.849 -0.559
C -0.131 1.610 0.098
C 0.996 0.902 0.287
C 2.365 1.706 0.296
C 3.398 0.928 0.636
C 3.343 -0.515 0.422
O 4.581 -1.266 0.725
C 5.730 -1.090 0.251
C 6.876 -1.159 0.937
C 8.026 -1.058 0.616
C 8.303 -0.348 -0.600
C 7.167 0.204 -1.439
C 5.851 -0.228 -1.064
C 2.054 -1.067 0.508
C 1.003 -0.321 0.254
C -2.838 -1.044 -0.069
H -3.996 -4.715 -0.468
H -5.193 -4.055 -1.552
H -3.601 -4.739 -2.079
H -3.738 -2.686 0.649
H -6.018 -2.113 -0.434
H -5.203 -0.821 -1.321
H -6.382 0.153 0.612
H -5.657 -0.992 1.817
H -4.387 1.068 1.839
H -4.152 0.967 0.061
H -1.243 -0.006 1.782
H -2.128 1.045 2.496
H -3.175 2.968 0.409
H -2.273 4.460 -1.885
H -0.784 5.048 -1.577
H -1.958 5.424 -0.582
H 2.267 2.722 0.376
H 4.368 1.413 0.923
H 6.721 -1.870 1.710
H 9.011 -1.143 1.104
H 9.227 -0.139 -1.025
H 7.253 0.511 -2.335
H 5.047 0.139 -1.486
H 2.154 -2.071 0.103
H 0.017 -0.907 0.209
H -1.811 -1.645 0.204
H -2.741 -0.308 -0.900
*
```

Here are the Mulliken charges for atoms 1 to 4, given in e:
1. C -0.896
2. O -0.398
3. C 0.018
4. C -1.286

---

Copy entry 2 word for word.
Entry from the Open Molecules 2025 dataset: a structure of composition C23H27MoN4O7 (ωB97M-V/def2-TZVPD).

The energy above the lowest of the compared OMol25 structures with the same formula, charge and spin comes out at 137.9 kJ/mol. The calculation puts the lowest unoccupied orbital energy at -5.758 eV.

```
! RIJCOSX wB97M-V def2-TZVPD def2/J DEFGRID3
* xyz 1 1
Mo -0.592 0.170 1.098
N -2.234 -0.765 2.345
C -3.387 -0.911 1.421
C -3.470 0.355 0.581
O -4.486 0.857 0.211
N -2.196 0.954 0.417
C -2.112 2.418 0.598
C -1.119 2.759 1.736
O -0.751 3.870 1.949
O -0.703 1.672 2.423
H -2.000 -1.662 2.759
H -2.456 -0.128 3.109
H -4.332 -1.062 1.937
H -3.201 -1.763 0.770
H -3.099 2.796 0.862
H -1.787 2.917 -0.314
C 2.724 -1.432 1.735
C 1.656 -2.340 2.354
C 0.738 -1.558 3.286
C 0.997 -3.197 1.285
C 1.387 -4.522 1.173
C 0.966 -5.305 0.110
C 0.188 -4.755 -0.897
C -0.237 -3.435 -0.846
C -0.930 -2.846 -2.061
C -2.323 -2.263 -1.824
C -0.019 -1.823 -2.752
C 0.130 -2.688 0.295
N -0.340 -1.396 0.432
H 3.248 -0.866 2.505
H 2.286 -0.713 1.041
H 3.455 -2.019 1.179
H 2.170 -3.047 3.009
H 0.319 -0.622 2.859
H 1.294 -1.161 4.135
H -0.099 -2.147 3.657
H 2.050 -4.940 1.921
H 1.280 -6.339 0.045
H -0.081 -5.358 -1.755
H -1.053 -3.685 -2.748
H -2.265 -1.284 -1.346
H -2.948 -2.931 -1.227
H -2.823 -2.114 -2.781
H 0.148 -0.950 -2.116
H -0.478 -1.480 -3.681
H 0.953 -2.255 -2.993
O 2.305 2.109 1.323
C 1.597 2.159 0.369
O 0.707 1.122 0.133
C 1.578 3.202 -0.677
C 0.885 3.030 -1.871
C 0.905 4.032 -2.825
C 1.622 5.183 -2.552
C 2.317 5.377 -1.372
C 2.294 4.368 -0.426
N 1.647 6.255 -3.576
O 2.303 7.240 -3.331
O 0.972 6.088 -4.567
H 0.341 2.116 -2.061
H 0.385 3.937 -3.766
H 2.857 6.299 -1.213
H 2.818 4.478 0.513
*
```

Here are the Mulliken charges for atoms 1 to 4, given in e:
1. Mo 0.068
2. N -0.325
3. C -0.197
4. C 0.446

---

Q: Number 1 is which compound?
A: C23H27F7N2O25